(1)
Molecular formula: C5H7CdO3
Method: DFT, the ωB97M-V functional and the def2-TZVPD basis

Positions of all 16 atoms, in Å:
1 O 0.9887 -0.1904 0.8797
2 C 2.3015 -0.0913 0.4230
3 O 2.6566 -0.7038 -0.5986
4 Cd 4.4595 0.2246 -0.3238
5 O 3.0242 0.7012 1.0455
6 C 0.1359 -0.9549 0.2688
7 H 0.4778 -1.4828 -0.6273
8 H -1.7324 -1.8830 0.5795
9 C -1.2464 -0.9085 0.6789
10 H -1.4066 -0.4100 1.6397
11 C -1.6621 0.0293 -0.5066
12 C -1.3223 1.4471 -0.4373
13 H -2.6865 -0.2314 -0.7923
14 H -1.3411 1.8881 0.5652
15 H -0.9985 0.4344 -1.5700
16 H -1.6484 2.1314 -1.2243

Calculated values
multiplicity: 2
HOMO-LUMO gap (alpha / beta): 4.0 / 7.2 eV
HOMO energy (alpha / beta): -15.3 / -18.5 eV
⟨S²⟩: 0.764
total charge: +2

=====

(2)
Molecular formula: C7H15BaO11
Method: DFT, the ωB97M-V functional and the def2-TZVPD basis

Positions of all 34 atoms, in Å:
1 Ba 6.3608 11.7320 -15.0963
2 O 5.5203 17.0865 -11.2235
3 C 5.8440 15.9480 -11.8371
4 O 6.9223 15.9683 -12.4032
5 O 5.0144 15.0025 -11.8728
6 H 6.3317 17.5575 -11.4270
7 O 9.1637 14.4875 -20.5655
8 C 9.7052 14.7140 -19.4180
9 O 10.8788 14.9714 -19.3231
10 O 9.0527 14.7149 -18.3547
11 H 10.0667 14.7245 -20.7890
12 O 12.6936 9.4310 -14.8062
13 C 11.4832 9.9253 -15.0741
14 O 10.5791 9.1542 -15.4278
15 O 11.1830 11.1264 -14.8341
16 H 12.6498 8.5436 -15.1696
17 C 2.6647 6.0200 -12.5030
18 C 2.5210 6.9475 -13.6736
19 O 3.0901 8.1942 -13.3688
20 H 2.2795 5.0302 -12.7478
21 H 2.0859 6.4281 -11.6745
22 H 3.7016 5.9964 -12.1676
23 H 1.4854 7.1164 -13.9685
24 H 2.9423 6.6358 -14.6294
25 H 2.6053 8.5152 -12.6050
26 C 4.6312 6.8363 -20.2545
27 C 5.7531 7.3398 -19.3923
28 O 5.2905 8.5050 -18.8029
29 H 3.7660 6.6484 -19.6188
30 H 4.8948 5.9747 -20.8680
31 H 4.3321 7.6026 -20.9696
32 H 6.5193 7.6015 -20.1221
33 H 6.0605 6.6851 -18.5768
34 H 5.2158 9.1431 -19.5162

Calculated values
HOMO-LUMO gap: 2.7 eV
HOMO energy: -4.1 eV
total charge: -1

=====

(3)
Molecular formula: C5H14
Method: DFT, the ωB97M-V functional and the def2-TZVPD basis

Positions of all 19 atoms, in Å:
1 C -0.1554 -1.0461 -1.9132
2 C 1.1727 -1.0437 -1.1534
3 C 1.8148 0.3313 -1.0232
4 H -0.3082 -0.1606 -2.5230
5 H -0.3695 -1.9590 -2.4716
6 H -0.9957 -1.0560 -1.2041
7 H 1.8399 -1.7241 -1.6914
8 H 1.0834 -1.5092 -0.2082
9 H 1.3588 0.9426 -0.2580
10 H 1.7868 0.7972 -2.0114
11 H 2.8771 0.2394 -0.8642
12 C -1.9703 0.9077 1.6739
13 C -0.5586 0.6035 2.1738
14 H -2.6981 0.9082 2.4732
15 H -1.9858 1.8919 1.1984
16 H -2.3034 0.2880 0.8384
17 H -0.3049 -0.4455 2.0516
18 H -0.5053 0.8942 3.2184
19 H 0.2219 1.1402 1.6939

Calculated values
HOMO-LUMO gap: 12.4 eV
SMILES string: CCC.CC
HOMO energy: -11.2 eV

=====

(4)
Molecular formula: C4H9N2O2
Method: DFT, the ωB97M-V functional and the def2-TZVPD basis

Positions of all 17 atoms, in Å:
1 C 1.4146 0.0074 0.1842
2 C -1.3778 1.0159 0.2759
3 C 2.7608 -0.3087 -0.3803
4 C -2.8318 -0.7631 -0.1880
5 N 0.8509 1.1556 -0.3852
6 N 0.7265 -0.6269 1.0239
7 O -0.3035 1.6908 0.2087
8 O -1.5693 -0.1005 -0.2946
9 H -2.1511 1.5133 0.8709
10 H 3.2852 0.5784 -0.7245
11 H 2.6407 -0.9847 -1.2256
12 H 3.3628 -0.8126 0.3724
13 H -3.2050 -0.7480 0.8365
14 H -2.6673 -1.7885 -0.5142
15 H -3.5556 -0.2835 -0.8510
16 H 1.4772 1.9211 -0.6116
17 H 1.1427 -1.4658 1.4024

Calculated values
HOMO-LUMO gap: 9.9 eV
HOMO energy: -14.3 eV
total charge: +1

=====

(5)
Molecular formula: C4H12NO2
Method: DFT, the ωB97M-V functional and the def2-TZVPD basis

Positions of all 19 atoms, in Å:
1 C 0.6370 1.0422 1.1023
2 N 0.5052 1.9892 -0.4514
3 C -0.2918 1.5542 -1.5434
4 O -0.9281 0.2840 -1.4758
5 C -0.3758 -0.0638 1.5168
6 C -0.1010 -1.5025 1.0055
7 H 1.6487 0.8883 1.6161
8 H 0.2674 1.9449 1.6279
9 H 1.0678 0.8346 -0.0402
10 H -1.1266 2.2344 -1.5958
11 H 0.2990 1.7590 -2.4626
12 H -1.3060 0.2523 1.0735
13 H -0.4090 -0.1679 2.6064
14 H -0.3230 -1.7059 -0.0380
15 H 0.8529 -1.9672 1.2024
16 H -0.6281 -2.2287 1.6687
17 H -0.3709 -0.5464 -1.6539
18 H 0.7525 -2.2776 -2.2192
19 O -0.1702 -2.3232 -1.9394

Calculated values
HOMO-LUMO gap: 7.0 eV
HOMO energy: -3.3 eV
total charge: -1

=====

(6)
Molecular formula: C12H23N3NaO3
Method: DFT, the ωB97M-V functional and the def2-TZVPD basis

Positions of all 42 atoms, in Å:
1 Na 2.7566 -0.2815 -1.1694
2 O -2.1563 0.6210 -0.9369
3 C -2.2375 1.8216 -0.9019
4 O -1.2760 0.6917 1.6285
5 C -1.5468 1.8641 1.4697
6 O -1.4626 2.7953 2.4877
7 N -2.0041 2.5518 0.3098
8 C -2.2976 3.9225 2.1285
9 C -2.5998 3.8323 0.6510
10 H -1.7577 4.8406 2.3933
11 H -3.2335 3.8537 2.7092
12 H -2.1543 4.6608 0.0933
13 H -3.6861 3.8260 0.4760
14 C -2.6790 2.7067 -1.9952
15 C -2.7168 2.2839 -3.2647
16 H -3.0268 3.7066 -1.6959
17 H -2.2030 1.3702 -3.5912
18 H -3.2679 2.8698 -4.0015
19 C 0.9863 -2.2901 -2.1874
20 N 0.4684 -2.1129 -0.8168
21 C -0.9792 -2.2066 -0.8463
22 C 1.0119 -3.0468 0.1788
23 C 2.4575 -2.7349 0.5243
24 N 2.6022 -1.3358 0.9671
25 C 1.9730 -1.0477 2.2542
26 C 3.9921 -0.8914 0.9447
27 H 0.6423 -1.4388 -2.7923
28 H 0.6016 -3.2137 -2.6564
29 H 2.0990 -2.3569 -2.2483
30 H -1.3231 -3.1397 -1.3351
31 H -1.3598 -2.1947 0.1863
32 H -1.3919 -1.3423 -1.3561
33 H 0.3940 -2.9678 1.0835
34 H 0.9547 -4.0986 -0.1800
35 H 2.8007 -3.4260 1.3214
36 H 3.0979 -2.8837 -0.3617
37 H 2.5541 -1.4914 3.0883
38 H 1.9258 0.0237 2.3940
39 H 0.9588 -1.4449 2.2823
40 H 4.4199 -1.0618 -0.0764
41 H 4.0360 0.1912 1.1869
42 H 4.6274 -1.4256 1.6549

Calculated values
HOMO-LUMO gap: 7.9 eV
HOMO energy: -11.6 eV
total charge: +1

=====

(7)
Molecular formula: C30H60LuP2Si2
Method: DFT, the ωB97M-V functional and the def2-TZVPD basis

Positions of all 95 atoms, in Å:
1 Lu -0.4672 -0.5625 1.3767
2 C -2.1538 -1.6624 2.7813
3 C -1.7520 -2.7041 1.8839
4 C 0.0737 -2.1582 3.1996
5 C -1.0370 -1.3546 3.6224
6 C -0.3691 -2.9796 2.1152
7 C -3.5510 -1.2074 2.9984
8 H -4.1474 -1.2859 2.0818
9 H -3.5808 -0.1606 3.3265
10 H -4.0503 -1.8172 3.7700
11 C -1.0428 -0.5270 4.8484
12 H -1.9803 0.0300 4.9574
13 H -0.2411 0.2191 4.8351
14 H -0.8985 -1.1418 5.7461
15 C 1.3248 -2.3479 3.9704
16 H 1.1238 -2.8683 4.9169
17 H 1.8019 -1.3955 4.2153
18 H 2.0623 -2.9359 3.4150
19 C 0.3833 -4.1407 1.5778
20 H 0.2815 -5.0224 2.2335
21 H 1.4522 -3.9120 1.4885
22 H 0.0324 -4.4301 0.5832
23 C -2.6583 -3.5548 1.0743
24 H -2.9391 -4.4790 1.6017
25 H -2.1817 -3.8523 0.1362
26 H -3.5828 -3.0295 0.8244
27 C -1.3055 1.2097 -0.2769
28 C -2.3148 0.2919 -0.0842
29 C -2.7742 -0.7048 -1.1117
30 C -1.6275 -1.4062 -1.8746
31 C -0.4540 -1.7864 -1.0254
32 C 0.6528 -1.0183 -0.7783
33 C 0.8844 0.3559 -1.3793
34 C -0.3518 1.2901 -1.4365
35 H -3.4411 -0.2351 -1.8603
36 H -1.3388 -0.7883 -2.7418
37 H -3.4018 -1.4657 -0.6194
38 H -0.8537 1.1520 -2.4061
39 H -1.2968 2.1056 0.3561
40 H -3.0549 0.4788 0.7065
41 H 0.0410 2.3226 -1.4713
42 H 1.6930 0.8573 -0.8230
43 H 1.5432 -1.4855 -0.3449
44 H 1.2721 0.2726 -2.4128
45 H -2.0562 -2.3306 -2.3002
46 H -0.4132 -2.8576 -0.8179
47 P -0.8452 0.3858 -5.2202
48 C -0.9361 2.2318 -5.2746
49 C -2.1949 0.0298 -6.4328
50 P 1.4396 -1.4092 -5.9956
51 C 0.5984 0.2080 -6.3796
52 C 0.8912 -2.3604 -7.4848
53 C 3.1077 -0.9441 -6.6392
54 H -0.0651 2.6468 -4.7506
55 H -1.8487 2.5559 -4.7589
56 H -0.9460 2.5840 -6.3141
57 H -2.1014 0.6636 -7.3247
58 H -3.1496 0.2375 -5.9331
59 H -2.1699 -1.0299 -6.7187
60 H 3.0413 -0.5766 -7.6686
61 H 3.7527 -1.8305 -6.5960
62 H 3.5298 -0.1671 -5.9895
63 H 1.3096 1.0282 -6.1875
64 H 0.2712 0.2335 -7.4337
65 H 1.4658 -3.2952 -7.5032
66 H 1.0765 -1.7966 -8.4072
67 H -0.1750 -2.6048 -7.3979
68 C 1.0065 4.5750 2.9131
69 Si 0.0089 2.9692 3.1255
70 C -0.2137 2.8148 5.0029
71 C -1.7195 3.3934 2.4971
72 C 0.7323 1.4835 2.2155
73 Si 2.5429 1.3069 2.6579
74 C 2.8775 1.1211 4.5049
75 C 3.2868 -0.2156 1.8341
76 C 3.6805 2.7184 2.0980
77 H 0.3565 5.4373 3.1283
78 H 1.3783 4.6964 1.8863
79 H 1.8673 4.6368 3.5918
80 H -0.4413 3.8095 5.4217
81 H -1.0629 2.1639 5.2485
82 H 0.6679 2.4377 5.5349
83 H -1.6978 3.7646 1.4669
84 H -2.1622 4.1839 3.1222
85 H -2.3805 2.5215 2.5474
86 H 0.7236 1.7555 1.1270
87 H 2.6342 2.0270 5.0742
88 H 3.9565 0.9396 4.6274
89 H 2.3521 0.2779 4.9689
90 H 3.2792 -0.1378 0.7356
91 H 4.3400 -0.2837 2.1521
92 H 2.7978 -1.1525 2.1335
93 H 3.6189 2.8773 1.0093
94 H 3.4925 3.6833 2.5865
95 H 4.7202 2.4275 2.3212

Calculated values
HOMO-LUMO gap: 7.0 eV
HOMO energy: -10.8 eV
total charge: +1

=====

(8)
Molecular formula: C5H11NO
Method: DFT, the ωB97M-V functional and the def2-TZVPD basis

Positions of all 18 atoms, in Å:
1 C -2.2188 -1.3638 0.4100
2 N -1.3588 -0.4368 -0.4332
3 C -0.0746 -0.6557 -0.7623
4 C 0.5285 0.2191 -1.8578
5 O 0.6393 -1.4794 -0.2223
6 H -1.8500 -2.3807 0.4879
7 H -2.3239 -1.0856 1.5775
8 H -3.2003 -1.3496 -0.1781
9 H -1.8433 0.4199 -0.7862
10 H -0.2391 0.9843 -2.2577
11 H 0.8783 -0.5061 -2.6570
12 H 1.3436 0.8675 -1.4342
13 C 1.1486 1.4998 1.5473
14 C 2.1312 0.7336 1.1606
15 H 1.2292 2.4420 2.1234
16 H 0.1084 1.2190 1.2450
17 H 3.1443 1.0385 1.3757
18 H 1.9574 -0.1659 0.6614

Calculated values
HOMO-LUMO gap: 10.6 eV
SMILES string: CNC(C)=O.C=C
HOMO energy: -9.7 eV